i) # C40H53N5O5P2W

A structure of composition C40H53N5O5P2W (wB97M-V/def2-TZVPD, the OMol25 dataset).

LUMO energy (alpha / beta) ... -5.37 / -5.51 eV
Charge ... +2
HOMO level (alpha / beta) ... -12.8 / -13.5 eV
Spin multiplicity ... 3
Frontier orbital gap (alpha / beta) ... 7.40 / 7.95 eV

XYZ file:
```
106
Properties=species:S:1:pos:R:3:lowdin_charge:R:1
W -0.64 -0.81 -0.77 1.463
N -1.74 -4.12 1.73 0.258
C -1.73 -3.12 0.86 -0.517
O -0.69 -2.44 0.69 -0.191
C -2.92 -2.80 0.02 -0.155
C -2.75 -1.39 -0.55 -0.262
H -0.92 -4.31 2.28 0.142
H -2.57 -4.66 1.89 0.141
H -3.84 -2.94 0.59 0.130
H -2.94 -3.54 -0.78 0.129
H -3.34 -0.67 0.02 0.034
H -3.15 -1.37 -1.56 0.054
C 1.59 0.62 -3.41 -0.057
O 1.09 -0.54 -2.75 -0.290
C 1.25 -1.73 -3.55 -0.148
C -0.12 -2.32 -3.69 -0.132
O -0.64 -2.56 -2.36 -0.297
C -0.33 -3.93 -1.98 -0.032
H 2.61 0.46 -3.73 0.102
H 1.57 1.45 -2.71 0.077
H 0.97 0.86 -4.28 0.103
H 1.94 -2.40 -3.04 0.111
H 1.65 -1.48 -4.53 0.148
H -0.12 -3.25 -4.25 0.146
H -0.80 -1.62 -4.18 0.117
H -1.08 -4.59 -2.41 0.118
H -0.32 -4.00 -0.90 0.054
H 0.66 -4.20 -2.34 0.107
N 0.83 0.59 1.55 -0.356
P 1.57 -0.75 0.53 0.875
C 2.86 0.28 -0.28 -0.296
C 3.71 -0.26 -1.24 -0.094
C 4.75 0.49 -1.77 -0.054
C 4.95 1.80 -1.37 -0.053
C 4.11 2.36 -0.42 -0.064
C 3.08 1.60 0.13 -0.103
C 2.41 -1.50 1.97 -0.292
C 3.77 -1.77 1.89 -0.069
C 4.44 -2.29 2.99 -0.051
C 3.75 -2.56 4.17 -0.059
C 2.39 -2.32 4.24 -0.064
C 1.72 -1.78 3.15 -0.094
P -0.81 0.57 1.33 0.879
C -1.59 -0.13 2.84 -0.319
C -1.02 0.22 4.07 -0.097
C -1.58 -0.21 5.26 -0.051
C -2.74 -0.99 5.24 -0.054
C -3.33 -1.31 4.03 -0.058
C -2.76 -0.88 2.84 -0.092
C -1.46 2.25 1.46 -0.347
C -2.79 2.48 1.12 -0.087
C -3.38 3.72 1.37 -0.063
C -2.63 4.72 1.98 -0.068
C -1.31 4.50 2.32 -0.064
C -0.72 3.26 2.06 -0.107
H 1.23 0.86 2.45 0.063
H 3.58 -1.28 -1.58 0.089
H 5.41 0.04 -2.50 0.120
H 5.77 2.39 -1.78 0.115
H 4.26 3.37 -0.08 0.112
H 2.45 2.05 0.88 0.080
H 4.33 -1.57 0.99 0.112
H 5.50 -2.48 2.93 0.117
H 4.28 -2.96 5.02 0.114
H 1.84 -2.54 5.14 0.110
H 0.65 -1.61 3.21 0.080
H -0.14 0.85 4.11 0.106
H -1.13 0.06 6.20 0.117
H -3.18 -1.33 6.17 0.117
H -4.25 -1.88 4.01 0.114
H -3.27 -1.10 1.91 0.072
H -3.39 1.69 0.67 0.101
H -4.41 3.89 1.11 0.115
H -3.09 5.68 2.19 0.118
H -0.73 5.28 2.80 0.120
H 0.32 3.10 2.33 0.103
C 2.25 -4.54 0.26 0.039
C 2.55 -3.39 -0.67 -0.604
O 3.31 -3.50 -1.61 0.085
O 1.83 -2.28 -0.50 -0.293
H 2.83 -5.41 -0.02 0.099
H 1.18 -4.77 0.19 0.067
H 2.45 -4.26 1.29 0.081
C -0.69 4.79 -1.04 -0.128
C 0.48 3.86 -0.84 -0.147
N 0.04 2.49 -1.04 0.081
C -0.97 2.11 -1.84 -0.360
N -1.20 0.79 -2.01 -0.117
C -2.05 0.48 -3.17 -0.217
C -3.31 1.33 -3.12 -0.136
C -2.88 2.77 -3.27 -0.123
N -1.70 3.06 -2.45 -0.002
C -1.31 4.47 -2.39 -0.106
H -0.37 5.83 -1.01 0.137
H -1.43 4.63 -0.25 0.088
H 0.89 3.94 0.17 0.107
H 1.29 4.10 -1.54 0.131
H 0.66 1.76 -0.72 0.067
H -2.30 -0.58 -3.15 0.080
H -1.50 0.67 -4.10 0.128
H -3.81 1.16 -2.16 0.117
H -4.00 1.06 -3.92 0.132
H -3.67 3.45 -2.96 0.133
H -2.64 2.98 -4.31 0.139
H -2.22 5.06 -2.55 0.131
H -0.62 4.70 -3.20 0.140
```

***

ii) # C40H53N5O5P2W

A structure of composition C40H53N5O5P2W (wB97M-V/def2-TZVPD, the OMol25 dataset).

LUMO energy (alpha / beta) ... -5.10 / -5.13 eV
Charge ... +2
HOMO level (alpha / beta) ... -13.0 / -13.7 eV
Spin multiplicity ... 3
Frontier orbital gap (alpha / beta) ... 7.86 / 8.58 eV

XYZ file:
```
106
Properties=species:S:1:pos:R:3:lowdin_charge:R:1
W -0.34 0.63 0.44 1.507
N -2.50 -0.42 3.96 0.263
C -1.68 0.16 3.11 -0.464
O -1.57 -0.29 1.94 -0.232
C -0.88 1.37 3.44 -0.135
C 0.20 1.50 2.38 -0.267
H -3.04 -1.22 3.66 0.133
H -2.59 -0.09 4.90 0.143
H -0.50 1.32 4.46 0.134
H -1.57 2.22 3.38 0.125
H 1.13 1.04 2.74 0.044
H 0.39 2.56 2.24 0.057
C 4.30 1.21 -3.13 -0.089
O 3.09 0.82 -2.51 -0.231
C 2.17 0.27 -3.43 -0.177
C 1.16 -0.59 -2.71 -0.166
O 0.08 0.10 -2.06 -0.333
C -0.93 0.49 -2.99 -0.076
H 4.14 1.98 -3.88 0.099
H 4.78 0.35 -3.60 0.097
H 4.95 1.60 -2.35 0.091
H 2.70 -0.38 -4.13 0.139
H 1.68 1.06 -4.02 0.137
H 1.67 -1.17 -1.94 0.109
H 0.71 -1.29 -3.42 0.118
H -0.63 1.37 -3.56 0.096
H -1.84 0.71 -2.43 0.078
H -1.15 -0.34 -3.67 0.097
N 0.06 -2.59 0.43 -0.339
P 1.12 -1.48 1.16 0.923
C 2.79 -1.99 0.72 -0.355
C 3.31 -3.21 1.17 -0.078
C 4.58 -3.60 0.81 -0.052
C 5.36 -2.76 0.01 -0.047
C 4.86 -1.55 -0.44 -0.051
C 3.57 -1.16 -0.09 -0.104
C 1.04 -1.84 2.94 -0.362
C 0.01 -2.59 3.49 -0.100
C -0.02 -2.83 4.86 -0.068
C 0.97 -2.31 5.68 -0.057
C 1.99 -1.55 5.13 -0.054
C 2.04 -1.32 3.77 -0.094
P -1.29 -1.83 -0.24 0.957
C -2.78 -2.46 0.58 -0.358
C -3.88 -1.63 0.76 -0.110
C -5.04 -2.12 1.33 -0.063
C -5.11 -3.44 1.74 -0.059
C -4.01 -4.28 1.56 -0.058
C -2.86 -3.79 0.98 -0.085
C -1.48 -2.61 -1.87 -0.345
C -2.69 -2.42 -2.55 -0.091
C -2.88 -3.00 -3.79 -0.056
C -1.88 -3.79 -4.36 -0.053
C -0.69 -3.99 -3.68 -0.061
C -0.48 -3.39 -2.44 -0.106
H 0.18 -3.59 0.48 0.087
H 2.72 -3.84 1.82 0.114
H 4.99 -4.54 1.15 0.117
H 6.36 -3.06 -0.27 0.117
H 5.47 -0.90 -1.06 0.109
H 3.17 -0.23 -0.47 0.058
H -0.78 -2.99 2.86 0.088
H -0.81 -3.44 5.28 0.113
H 0.94 -2.50 6.74 0.115
H 2.77 -1.15 5.77 0.116
H 2.86 -0.76 3.34 0.115
H -3.81 -0.59 0.45 0.086
H -5.90 -1.47 1.45 0.113
H -6.02 -3.82 2.19 0.115
H -4.07 -5.32 1.87 0.115
H -2.02 -4.47 0.82 0.108
H -3.48 -1.84 -2.10 0.111
H -3.82 -2.86 -4.31 0.116
H -2.04 -4.25 -5.32 0.116
H 0.08 -4.61 -4.11 0.115
H 0.45 -3.55 -1.92 0.100
C -4.25 2.46 0.18 0.028
C -2.78 2.37 0.47 -0.632
O -2.20 3.14 1.21 0.069
O -2.14 1.37 -0.15 -0.293
H -4.44 3.35 -0.42 0.092
H -4.79 2.58 1.11 0.098
H -4.61 1.58 -0.36 0.077
C -1.11 5.74 -1.32 -0.138
C -1.45 4.53 -2.16 -0.137
N -0.79 3.36 -1.60 0.101
C 0.34 3.41 -0.87 -0.314
N 0.78 2.29 -0.25 -0.098
C 2.15 2.38 0.30 -0.219
C 3.03 3.31 -0.51 -0.141
C 2.41 4.68 -0.44 -0.125
N 1.00 4.58 -0.82 -0.008
C 0.40 5.84 -1.27 -0.125
H -1.52 5.62 -0.31 0.125
H -1.52 6.65 -1.76 0.130
H -1.13 4.68 -3.19 0.129
H -2.52 4.33 -2.17 0.126
H -1.34 2.53 -1.46 0.068
H 2.56 1.38 0.35 0.079
H 2.12 2.78 1.32 0.108
H 3.08 2.97 -1.55 0.101
H 4.03 3.32 -0.09 0.134
H 2.88 5.36 -1.15 0.135
H 2.50 5.12 0.56 0.138
H 0.81 6.11 -2.25 0.137
H 0.71 6.61 -0.56 0.137
```

***

Least stable of them? i).

***

i) # C6H9ClO

The molecule C6H9ClO (wB97M-V/def2-TZVPD, the OMol25 dataset).

LUMO energy ... 0.99 eV
SMILES ... C=C[C@@]1(CCl)O[C@@H]1C
HOMO level ... -9.8 eV
Frontier orbital gap ... 10.76 eV

XYZ file:
```
17
Properties=species:S:1:pos:R:3:lowdin_charge:R:1
C -0.48 1.29 -2.28 0.045
C 0.29 0.39 -1.71 -0.119
C 0.32 0.13 -0.27 -0.427
C 1.65 -0.32 0.35 -0.470
Cl 2.16 -1.99 -0.16 0.515
O -0.25 1.20 0.59 -0.021
C -0.93 -0.05 0.59 -0.262
C -1.07 -0.77 1.95 -0.024
H -0.49 1.52 -3.31 0.054
H -1.22 1.77 -1.69 0.057
H 1.00 -0.23 -2.32 0.118
H 1.65 -0.36 1.44 0.061
H 2.52 0.29 0.02 0.085
H -1.85 -0.12 -0.05 0.149
H -0.12 -0.66 2.53 0.079
H -1.83 -0.26 2.55 0.077
H -1.36 -1.81 1.78 0.082
```

***

ii) # C6H9ClO

The molecule C6H9ClO (wB97M-V/def2-TZVPD, the OMol25 dataset).

LUMO energy ... 0.80 eV
SMILES ... O[C@H]1CCC=C(Cl)C1
HOMO level ... -9.4 eV
Frontier orbital gap ... 10.25 eV

XYZ file:
```
17
Properties=species:S:1:pos:R:3:lowdin_charge:R:1
O 0.75 1.19 1.40 -0.097
C 1.03 0.89 -0.02 -0.337
C 1.26 -0.59 -0.01 -0.142
C 0.06 -1.36 0.60 -0.210
C -1.22 -0.89 0.06 -0.180
C -1.41 0.26 -0.50 -0.639
Cl -2.99 0.58 -1.27 0.607
C -0.27 1.26 -0.75 -0.149
H -0.03 0.69 1.84 0.119
H 1.77 1.53 -0.31 0.116
H 1.22 -1.01 -1.15 0.175
H 2.21 -0.76 0.54 0.125
H 0.22 -2.36 0.43 0.081
H 0.15 -1.16 1.72 0.133
H -1.97 -1.75 -0.15 0.142
H -0.02 1.26 -1.87 0.142
H -0.77 2.22 -0.56 0.112
```

***

Least stable of them? i).